Entry 1:
{
  "formula": "C22H25MnN2P2",
  "method": "wB97M-V/def2-TZVPD",
  "symbols": ["Mn", "C", "C", "C", "C", "C", "C", "N", "N", "C", "C", "C", "C", "C", "C", "H", "H", "H", "H", "H", "H", "H", "H", "H", "C", "P", "C", "C", "C", "C", "C", "C", "C", "P", "C", "C", "H", "H", "H", "H", "H", "H", "H", "H", "H", "H", "H", "H", "H", "H", "H", "H"],
  "positions_angstrom": [[-0.84912, -0.08788, -0.11770], [2.84615, 0.78795, -4.20290], [1.66252, 0.72442, -4.92435], [0.45195, 0.51262, -4.28834], [0.42931, 0.36123, -2.89746], [1.62751, 0.42658, -2.17566], [2.82536, 0.63796, -2.82185], [-0.72676, 0.14430, -2.15301], [-1.84388, 0.07711, -2.76763], [-2.94236, -0.13631, -1.99187], [-4.19011, -0.21670, -2.62819], [-5.32217, -0.43164, -1.87663], [-5.22694, -0.56821, -0.49342], [-3.99285, -0.48900, 0.13882], [-2.80877, -0.27273, -0.56769], [3.78305, 0.95367, -4.71163], [1.69576, 0.84297, -5.99740], [-0.46947, 0.46290, -4.84811], [1.57760, 0.30455, -1.08846], [3.74469, 0.68692, -2.25745], [-4.23448, -0.10739, -3.70023], [-6.28395, -0.49419, -2.36109], [-6.11872, -0.73689, 0.09330], [-3.96071, -0.60047, 1.21706], [0.61937, 3.07472, 0.80019], [-0.09164, 1.46979, 1.33979], [-1.12783, 1.97591, 2.76942], [1.30635, 0.63044, 2.19158], [2.21442, 1.34723, 2.96146], [3.29010, 0.71111, 3.55937], [3.45263, -0.65693, 3.41304], [2.53874, -1.38559, 2.66876], [1.47073, -0.75382, 2.04338], [0.28432, -1.69710, 1.00062], [1.33411, -2.94414, 0.15475], [-0.57024, -2.71709, 2.26667], [0.91364, 3.69556, 1.64561], [-0.14863, 3.59745, 0.22615], [1.47800, 2.89489, 0.15274], [-0.52636, 2.47708, 3.52817], [-1.59094, 1.08601, 3.19768], [-1.91179, 2.64499, 2.41223], [2.08988, 2.41319, 3.08357], [4.00330, 1.28418, 4.13248], [4.29301, -1.15612, 3.87110], [2.66746, -2.45263, 2.56237], [1.78557, -3.64246, 0.85846], [2.11104, -2.43872, -0.41959], [0.69399, -3.49878, -0.53452], [0.14979, -3.21266, 2.91821], [-1.18664, -3.45962, 1.75805], [-1.21597, -2.06865, 2.86014]],
  "lowdin_charge": [0.512, -0.066, -0.062, -0.004, -0.257, -0.051, -0.073, -0.070, 0.116, -0.316, -0.011, -0.070, -0.065, -0.127, -0.184, 0.110, 0.112, 0.110, 0.074, 0.109, 0.115, 0.109, 0.109, 0.086, -0.230, 0.825, -0.221, -0.372, -0.077, -0.049, -0.049, -0.077, -0.372, 0.825, -0.230, -0.221, 0.047, 0.053, 0.049, 0.054, 0.045, 0.054, 0.103, 0.116, 0.116, 0.103, 0.047, 0.049, 0.053, 0.054, 0.054, 0.045],
  "multiplicity": 6,
  "homo_ev": [-10.98, -11.07],
  "total_charge": 1,
  "total_energy_ev": -76091.5381,
  "fmax_ev_per_a": 3.01
}

---

Entry 2:
{
  "formula": "C2H2AuLiO2",
  "method": "wB97M-V/def2-TZVPD",
  "symbols": ["H", "O", "C", "C", "O", "Au", "Li", "H"],
  "positions_angstrom": [[-1.16713, -1.64236, -1.51999], [1.49471, -0.19408, 0.05671], [0.70811, 0.68721, 0.53349], [-0.74325, 0.44110, 0.25588], [-1.07249, -0.14387, -0.81237], [1.70693, 0.99112, 2.23698], [0.57104, -0.79036, -1.78216], [-1.49791, 0.65123, 1.03147]],
  "lowdin_charge": [0.288, -0.001, -0.229, -0.108, -0.088, 1.149, 0.818, 0.170],
  "multiplicity": 3,
  "homo_ev": [-18.95, -21.71],
  "total_charge": 2,
  "total_energy_ev": -10073.6533,
  "fmax_ev_per_a": 5.79
}

---

Entry 3:
{
  "formula": "C35H44BBr4O23S3",
  "method": "wB97M-V/def2-TZVPD",
  "symbols": ["O", "C", "O", "B", "O", "C", "O", "O", "C", "O", "C", "O", "O", "Br", "C", "C", "Br", "H", "H", "H", "H", "Br", "C", "C", "Br", "H", "H", "H", "H", "O", "S", "O", "O", "C", "C", "C", "H", "H", "H", "H", "H", "H", "H", "H", "O", "S", "O", "O", "C", "C", "C", "H", "H", "H", "H", "H", "H", "H", "H", "O", "S", "O", "O", "C", "C", "C", "H", "H", "H", "H", "H", "H", "H", "H", "C", "C", "C", "O", "C", "C", "C", "O", "H", "H", "H", "H", "C", "C", "C", "O", "C", "C", "C", "O", "H", "H", "H", "H", "C", "C", "C", "O", "C", "C", "C", "O", "H", "H", "H", "H"],
  "positions_angstrom": [[1.94947, 3.68003, -1.62314], [1.27860, 2.81089, -1.06030], [1.16007, 1.54340, -1.39208], [0.13813, 0.86028, -0.58578], [-0.50946, 2.02648, 0.09718], [0.17643, 3.14041, -0.01226], [-0.01476, 4.28080, 0.44323], [0.48493, -0.19264, 0.39218], [-0.41021, -1.14483, 0.34950], [-0.43946, -2.09827, 1.14119], [-1.40393, -0.87951, -0.81608], [-0.93248, 0.18394, -1.40741], [-2.40790, -1.53449, -1.14865], [4.64277, -0.45803, -0.92384], [5.28890, 1.21429, -1.79000], [4.64793, 1.37457, -3.13987], [5.79647, 2.50655, -4.30783], [6.31911, 0.88250, -1.91916], [5.37480, 2.08866, -1.14486], [3.65392, 1.80743, -3.02729], [4.60569, 0.40320, -3.63258], [-2.42682, -4.81751, -5.15878], [-3.04725, -4.57943, -3.23624], [-2.53027, -5.81945, -2.43272], [-2.43426, -5.39414, -0.48867], [-4.12259, -4.43053, -3.13836], [-2.67439, -3.60148, -2.93180], [-1.51742, -6.09594, -2.72562], [-3.16016, -6.68955, -2.61784], [4.65110, 5.05322, -6.04930], [3.54749, 5.96298, -5.75288], [3.31500, 7.07198, -6.64240], [2.05874, 5.05049, -5.66218], [2.11657, 3.78582, -5.03745], [0.72051, 3.11000, -5.32863], [3.73882, 6.47951, -4.00002], [2.43240, 3.80992, -3.99449], [2.89088, 3.26011, -5.59617], [0.43093, 3.23968, -6.37142], [-0.11662, 3.64905, -4.88508], [0.61667, 2.04955, -5.09893], [4.65121, 7.03949, -3.79494], [3.97989, 5.55781, -3.47044], [2.85332, 6.95662, -3.58007], [1.02696, -4.86845, -2.73091], [2.31316, -4.21569, -2.77996], [3.44330, -4.90514, -3.35293], [2.25735, -2.73726, -3.51143], [1.23258, -1.81079, -3.07815], [0.76361, -0.99208, -4.26775], [2.91522, -3.74997, -1.11342], [1.63335, -1.17002, -2.29272], [0.42436, -2.42645, -2.68338], [1.61854, -0.60878, -4.82478], [0.25021, -0.15100, -3.80181], [0.08758, -1.55131, -4.91453], [3.63897, -2.97635, -1.36992], [3.54098, -4.55672, -0.73176], [2.12177, -3.34664, -0.48424], [-5.05180, -3.87461, 5.30963], [-5.27110, -4.34307, 3.98017], [-6.50943, -5.00248, 3.47717], [-4.96299, -3.16488, 2.92189], [-4.11187, -2.12089, 3.26786], [-3.68459, -1.44965, 2.01361], [-3.90621, -5.41740, 3.61020], [-3.29295, -2.60191, 3.80274], [-4.61126, -1.45142, 3.96823], [-3.16249, -2.21386, 1.43786], [-3.04064, -0.62964, 2.33143], [-4.62891, -1.12953, 1.57327], [-3.06859, -4.72921, 3.49665], [-4.18092, -5.81522, 2.63328], [-3.70316, -6.18449, 4.35749], [0.69849, -4.70939, 3.28140], [2.01615, -4.69506, 2.89397], [2.92289, -5.83563, 2.94669], [3.99735, -5.90470, 2.32847], [2.24635, -7.01887, 3.60239], [1.00554, -6.97194, 4.15598], [0.15199, -5.83777, 4.01272], [-0.97882, -5.77246, 4.51165], [0.01391, -3.90980, 3.03975], [2.30089, -3.94947, 2.16636], [2.90011, -7.87174, 3.71019], [0.67752, -7.87933, 4.64120], [-0.99874, 0.30491, 4.02630], [0.22874, 0.79809, 3.64010], [0.64894, 2.22483, 3.65960], [1.75133, 2.71629, 3.41479], [-0.46124, 3.08294, 4.09244], [-1.58832, 2.56178, 4.60132], [-2.06015, 1.21886, 4.51654], [-3.24730, 0.91087, 4.85422], [-1.09982, -0.75648, 3.85418], [0.91826, 0.06825, 3.24225], [-0.22282, 4.11820, 4.28685], [-2.23495, 3.29894, 5.05393], [-2.26168, 6.15560, 1.36678], [-1.13449, 6.65248, 1.97327], [-1.16664, 7.75936, 2.90503], [-0.21792, 8.08395, 3.67336], [-2.49172, 8.42773, 2.99838], [-3.64799, 7.92575, 2.39703], [-3.63364, 6.70024, 1.54585], [-4.66081, 6.25748, 1.02964], [-2.20131, 5.25042, 0.78077], [-0.33977, 5.92534, 1.89524], [-2.72364, 9.22222, 3.69221], [-4.56020, 8.49959, 2.46760]],
  "lowdin_charge": [0.110, -0.336, 0.216, -0.818, 0.222, -0.326, 0.095, 0.217, -0.362, 0.080, -0.361, 0.205, 0.096, 0.664, -0.649, -0.654, 0.652, 0.024, 0.074, 0.042, 0.045, 0.527, -0.595, -0.652, 0.582, 0.060, 0.023, 0.020, 0.053, -0.360, 0.694, -0.293, -0.271, -0.286, -0.036, -0.105, 0.078, 0.089, 0.071, 0.071, 0.056, 0.070, 0.048, 0.076, -0.297, 0.634, -0.293, -0.266, -0.261, -0.039, -0.109, 0.100, 0.110, 0.082, 0.066, 0.085, -0.016, 0.071, 0.061, -0.279, 0.641, -0.317, -0.258, -0.330, -0.042, -0.127, 0.109, 0.121, 0.075, 0.069, 0.100, 0.043, 0.061, 0.077, 0.051, 0.032, -0.360, 0.086, 0.045, 0.011, -0.395, 0.092, 0.108, 0.108, 0.113, 0.121, 0.036, 0.044, -0.368, 0.107, 0.025, -0.005, -0.347, 0.072, 0.106, 0.113, 0.122, 0.122, 0.041, 0.017, -0.363, 0.062, 0.027, 0.028, -0.373, 0.092, 0.103, 0.093, 0.106, 0.107],
  "multiplicity": 1,
  "homo_ev": -8.46,
  "total_charge": -1,
  "total_energy_ev": -397454.0656,
  "fmax_ev_per_a": 4.03
}

---

Entry 4:
{
  "formula": "C55H68BBrClFN7O3PS",
  "method": "wB97M-V/def2-TZVPD",
  "symbols": ["C", "C", "C", "F", "C", "C", "C", "C", "Br", "C", "C", "C", "P", "C", "C", "C", "C", "N", "C", "C", "C", "C", "C", "C", "C", "C", "Cl", "C", "C", "C", "N", "C", "C", "C", "O", "C", "B", "O", "O", "C", "S", "H", "H", "H", "H", "H", "H", "H", "H", "H", "H", "H", "H", "H", "H", "H", "H", "H", "H", "H", "H", "H", "H", "H", "H", "H", "H", "H", "H", "H", "H", "H", "H", "H", "H", "H", "H", "H", "H", "H", "H", "H", "H", "H", "C", "C", "C", "N", "C", "C", "H", "H", "H", "H", "H", "C", "C", "C", "N", "C", "C", "H", "H", "H", "H", "H", "C", "C", "C", "N", "C", "C", "H", "H", "H", "H", "H", "C", "C", "C", "N", "C", "C", "H", "H", "H", "H", "H", "C", "C", "C", "N", "C", "C", "H", "H", "H", "H", "H"],
  "positions_angstrom": [[4.24107, 0.18027, 1.12637], [4.45623, -0.22130, 2.58178], [3.23339, -0.16105, 3.50462], [3.37636, 0.84007, 4.46322], [1.89764, -0.07582, 2.78645], [1.34422, -1.28826, 2.39095], [0.10567, -1.36910, 1.77066], [-0.57962, -0.19109, 1.53463], [-2.22547, -0.27160, 0.60819], [-0.07814, 1.04612, 1.91692], [-0.91379, 2.26307, 1.68031], [1.20178, 1.11007, 2.51497], [2.06652, 2.71074, 2.87277], [1.24080, 3.42646, 4.36305], [0.12740, 4.46388, 4.16425], [1.85743, 3.88334, 1.45379], [2.95085, 3.65992, 0.40618], [-0.44630, -2.63450, 1.39636], [-0.98543, -3.39980, 2.54960], [-2.50920, -3.38522, 2.73437], [-3.30338, -3.46556, 1.42115], [-2.96774, -2.23653, 3.63133], [0.49492, -3.39026, 0.63330], [0.11149, -3.97220, -0.55553], [1.00282, -4.70295, -1.32295], [0.54925, -5.35755, -2.60851], [0.66380, -7.15768, -2.38106], [-0.88851, -5.06791, -3.00469], [-1.33670, -5.81950, -4.25974], [2.32939, -4.81645, -0.88280], [3.28755, -5.52962, -1.68553], [3.66434, -6.85708, -1.17259], [4.36022, -4.80999, -2.21801], [4.16476, -3.34720, -2.51046], [5.40361, -5.38363, -2.49096], [2.73607, -4.25385, 0.32674], [4.22804, -4.33263, 0.85499], [4.70503, -5.36680, 1.61230], [5.07708, -3.30767, 0.54760], [1.80195, -3.55309, 1.07330], [2.23506, -2.81324, 2.61979], [3.75717, 1.15077, 1.04387], [5.21081, 0.23273, 0.63120], [3.66645, -0.57938, 0.59636], [5.26036, 0.35481, 3.03665], [4.78297, -1.26321, 2.57277], [3.20693, -1.08864, 4.07892], [-0.50946, 3.13762, 2.15916], [-1.93226, 2.10646, 2.03346], [-0.99927, 2.49164, 0.61751], [0.89644, 2.59450, 4.97555], [2.04392, 3.89251, 4.93281], [0.33281, 5.12302, 3.32368], [-0.84746, 3.99742, 4.04657], [0.06892, 5.10285, 5.04697], [1.98492, 4.87719, 1.88573], [0.89127, 3.84360, 0.95823], [3.08821, 4.55594, -0.19989], [2.70113, 2.83935, -0.26627], [3.90678, 3.43136, 0.87664], [-0.52656, -3.04414, 3.47487], [-0.67145, -4.43771, 2.43585], [-2.73105, -4.30077, 3.28935], [-3.82066, -4.41875, 1.32471], [-2.67549, -3.30283, 0.54877], [-4.07182, -2.69198, 1.39986], [-4.03153, -2.33038, 3.85348], [-2.42730, -2.26163, 4.57840], [-2.81982, -1.26503, 3.15935], [-0.91591, -3.84057, -0.85754], [1.26351, -5.09405, -3.38443], [-1.50803, -5.39865, -2.16827], [-1.05565, -3.99852, -3.12595], [-0.53803, -5.86871, -4.99920], [-1.64865, -6.83105, -4.01338], [-2.19616, -5.31370, -4.69334], [4.70105, -6.87053, -0.84849], [3.50589, -7.62630, -1.92303], [3.01880, -7.09894, -0.32940], [5.14183, -2.93375, -2.74119], [3.74325, -2.79464, -1.67754], [3.52931, -3.24166, -3.39004], [4.03925, -6.05186, 1.72180], [5.81833, -3.27055, 1.16185], [-4.18819, 6.73202, -0.35281], [-4.62308, 5.52696, 0.17554], [-3.67258, 4.62206, 0.62413], [-2.36185, 4.84571, 0.57375], [-1.96046, 6.00780, 0.06143], [-2.82718, 6.98087, -0.41271], [-4.89479, 7.46861, -0.71301], [-5.67622, 5.28969, 0.24055], [-3.97372, 3.66788, 1.04502], [-0.88679, 6.16409, 0.03128], [-2.45423, 7.91261, -0.81409], [-0.50838, 0.94041, 9.03623], [-0.69298, 2.27614, 9.35362], [0.14311, 3.21489, 8.76697], [1.11729, 2.90577, 7.91498], [1.28363, 1.61761, 7.62038], [0.50175, 0.60217, 8.15012], [-1.14001, 0.17667, 9.47142], [-1.46764, 2.58811, 10.04057], [0.02746, 4.27023, 8.98948], [2.08489, 1.39306, 6.92314], [0.68312, -0.42706, 7.87197], [-0.15353, -1.37100, -6.52496], [-0.49352, -1.29717, -5.18392], [0.32654, -1.93181, -4.26339], [1.41731, -2.61885, -4.59258], [1.73004, -2.68241, -5.88634], [0.98325, -2.07916, -6.88606], [-0.76393, -0.88584, -7.27628], [-1.37288, -0.76170, -4.85387], [0.10011, -1.89532, -3.20193], [2.62574, -3.24412, -6.13022], [1.28833, -2.16295, -7.92010], [-3.72371, -5.03772, -9.74947], [-4.34024, -5.86076, -8.82131], [-4.03543, -5.68603, -7.47950], [-3.18056, -4.77000, -7.03194], [-2.59400, -3.98827, -7.93480], [-2.83010, -4.07969, -9.29836], [-3.93465, -5.14209, -10.80591], [-5.04244, -6.62391, -9.12732], [-4.49745, -6.31117, -6.72293], [-1.89736, -3.25540, -7.54178], [-2.32431, -3.41650, -9.98686], [-2.60577, 13.22436, -0.47546], [-1.63014, 12.37908, -0.97804], [-1.94205, 11.03857, -1.14524], [-3.12917, 10.51476, -0.84774], [-4.05586, 11.33908, -0.36456], [-3.84671, 12.69460, -0.16156], [-2.40241, 14.27738, -0.33050], [-0.64691, 12.74752, -1.23586], [-1.20390, 10.34727, -1.53807], [-5.01328, 10.88812, -0.12775], [-4.63837, 13.31622, 0.23319]],
  "lowdin_charge": [-0.078, -0.177, -0.331, -0.059, -0.191, -0.346, -0.269, -0.511, 0.881, -0.266, -0.131, -0.223, 1.055, -0.398, -0.151, -0.415, -0.180, -0.064, -0.133, -0.392, -0.090, -0.086, -0.223, 0.060, -0.159, -0.578, 0.689, -0.299, -0.124, -0.169, -0.039, -0.056, -0.474, 0.026, 0.062, -0.037, -0.701, 0.189, 0.179, -0.357, 1.125, 0.032, 0.081, 0.073, 0.118, 0.085, 0.103, 0.015, 0.062, 0.073, 0.056, 0.064, 0.050, 0.062, 0.067, 0.072, 0.050, 0.064, 0.067, 0.051, 0.110, 0.132, 0.125, 0.071, 0.033, 0.058, 0.078, 0.076, 0.035, 0.109, 0.095, 0.106, 0.092, 0.075, 0.055, 0.047, 0.089, 0.072, 0.088, 0.092, 0.077, 0.062, 0.106, 0.120, -0.077, -0.072, -0.150, 0.060, -0.146, -0.069, 0.103, 0.100, 0.102, 0.101, 0.077, -0.083, -0.077, -0.156, 0.059, -0.159, -0.070, 0.104, 0.099, 0.102, 0.097, 0.101, -0.096, -0.059, -0.151, 0.064, -0.141, -0.071, 0.106, 0.106, 0.105, 0.108, 0.103, -0.081, -0.072, -0.149, 0.058, -0.143, -0.070, 0.105, 0.101, 0.105, 0.083, 0.100, -0.079, -0.072, -0.155, 0.051, -0.152, -0.072, 0.106, 0.102, 0.102, 0.103, 0.101],
  "multiplicity": 1,
  "homo_ev": -7.49,
  "total_charge": 0,
  "total_energy_ev": -180797.3433,
  "smiles": "CC[C@@H](F)c1c2c(c(Br)c(C)c1P(CC)CC)N(CC(C)C)c1cc([C@@H](Cl)CC)c(N(C)C(C)=O)c(B(O)O)c1S2.c1ccncc1.c1ccncc1.c1ccncc1.c1ccncc1.c1ccncc1",
  "fmax_ev_per_a": 1.19
}